DFT (the ωB97M-V functional and the def2-TZVPD basis) results for a 3-piece molecular cluster, C17H24IN3O3 overall.

Geometry as ORCA input:
```
! RIJCOSX wB97M-V def2-TZVPD def2/J DEFGRID3
* xyz 0 1
C -3.530 0.233 -1.526
C -3.344 0.504 0.009
C -4.105 1.768 0.543
N -2.597 -0.236 0.774
C -1.179 0.087 0.588
O -0.829 1.303 1.280
O -0.297 -0.957 0.874
C -0.763 -1.805 1.923
C -0.898 -1.084 3.324
O -1.729 -1.937 4.143
C -0.993 -2.631 5.116
I -0.114 -4.503 4.397
H -3.206 -0.785 -1.822
H -2.999 1.015 -2.131
H -4.620 0.346 -1.750
H -4.580 2.297 -0.322
H -4.875 1.473 1.296
H -3.406 2.495 1.020
H -1.039 0.323 -0.507
H -1.109 2.008 0.687
H -1.678 -2.394 1.655
H 0.036 -2.578 2.065
H -1.364 -0.080 3.260
H 0.136 -1.066 3.755
H -1.722 -2.931 5.908
H -0.234 -1.992 5.630
C 1.663 -1.911 -1.714
C 1.448 -3.249 -2.002
C 2.301 -3.873 -2.898
N 3.321 -3.258 -3.507
C 3.508 -1.966 -3.215
C 2.715 -1.252 -2.331
H 1.018 -1.388 -1.017
H 0.636 -3.797 -1.540
H 2.175 -4.920 -3.152
H 4.340 -1.493 -3.725
H 2.915 -0.208 -2.132
C 2.911 2.504 -1.057
C 1.725 2.666 -0.357
C 1.016 3.843 -0.536
N 1.408 4.836 -1.342
C 2.556 4.656 -2.005
C 3.338 3.518 -1.900
H 3.495 1.598 -0.945
H 1.359 1.898 0.312
H 0.081 4.016 -0.012
H 2.850 5.478 -2.649
H 4.258 3.427 -2.462
*
```

Computed properties:
strongest force on any atom: 0.0526 Eh/bohr
energy: -36727.68563 eV
SMILES: CC(C)=N[C@@H](O)OCCOCI.c1ccncc1.c1ccncc1
LUMO level: -0.19 eV
HOMO energy: -8.6 eV
gap between HOMO and LUMO: 0.3077 Ha